C52H60AsN3O2S2SeV as an isolated structure at a distorted geometry. Source: OMol25; level of theory: the ωB97M-V functional and the def2-TZVPD basis.

## Properties
highest occupied orbital energy (spin up / spin down) = -3.2 / -3.6 eV
gap between HOMO and LUMO (spin up / spin down) = 5.51 / 5.90 eV
charge = -1
spin multiplicity = 3
E_LUMO (spin up / spin down) = 2.27 / 2.27 eV
energy above the lowest of the compared OMol25 structures with the same formula, charge and spin = 22.0 kcal per mole
expectation value of S² = 2.033
calculated total energy = -8709.78647 Ha

Atoms and positions in Å:
V 0.26 0.23 -0.72
C -2.87 0.34 0.40
N -2.97 -1.06 0.06
C -4.01 -1.70 0.84
C -3.22 -1.26 -1.35
C -2.30 -0.68 -2.42
C -2.91 -0.79 -3.68
C -2.26 -0.46 -4.85
C -0.94 -0.05 -4.78
C -0.34 0.08 -3.54
C -0.99 -0.18 -2.33
H -3.19 0.49 1.42
H -3.48 0.97 -0.27
H -1.82 0.65 0.30
H -5.01 -1.27 0.64
H -3.79 -1.60 1.90
H -4.05 -2.77 0.61
H -4.25 -0.89 -1.58
H -3.25 -2.35 -1.51
H -3.93 -1.15 -3.73
H -2.77 -0.54 -5.81
H -0.39 0.18 -5.68
H 0.71 0.37 -3.52
O 1.85 -0.52 1.88
H 2.14 -0.82 0.99
H 2.58 0.02 2.20
Se 2.28 -0.76 -1.46
C -2.07 0.84 3.93
S -0.54 0.06 3.18
O -0.24 -1.04 4.09
C 0.53 1.44 3.69
C 0.30 2.73 3.26
C 1.17 3.74 3.64
C 2.28 3.45 4.41
C 2.52 2.15 4.82
C 1.64 1.14 4.47
H -1.87 1.14 4.96
H -2.83 0.07 3.92
H -2.37 1.69 3.34
H -0.55 2.96 2.64
H 0.97 4.76 3.33
H 2.97 4.24 4.67
H 3.40 1.92 5.41
H 1.78 0.12 4.78
N -0.32 -1.50 0.05
S -0.14 -2.29 1.39
C -1.31 -3.69 1.33
C -1.73 -4.22 2.54
C -2.54 -5.33 2.55
C -2.93 -5.93 1.36
C -2.51 -5.40 0.15
C -1.70 -4.28 0.13
C 1.23 -3.49 1.29
C 1.59 -4.12 0.12
C 2.55 -5.12 0.16
C 3.15 -5.46 1.36
C 2.81 -4.78 2.53
C 1.85 -3.80 2.49
H -0.29 -2.07 -0.79
H -1.43 -3.73 3.46
H -2.87 -5.75 3.50
H -3.57 -6.80 1.37
H -2.81 -5.86 -0.78
H -1.39 -3.85 -0.81
H 1.15 -3.84 -0.82
H 2.82 -5.63 -0.75
H 3.90 -6.24 1.39
H 3.30 -5.03 3.46
H 1.57 -3.25 3.38
C -2.49 8.60 0.82
C -2.22 7.27 0.19
C -1.56 7.15 -1.02
C -1.24 5.92 -1.58
C -0.47 5.95 -2.87
C -1.60 4.73 -0.93
As -1.19 2.74 -1.46
N 0.28 2.14 -0.55
C 1.27 2.86 0.05
C 1.25 4.26 0.20
C 2.28 4.95 0.81
C 3.38 4.28 1.31
C 3.45 2.91 1.15
C 2.44 2.22 0.53
C -0.66 3.02 -3.34
C -1.74 3.08 -4.22
C -3.15 3.04 -3.69
C -1.54 3.19 -5.59
C -0.26 3.24 -6.12
C -0.01 3.37 -7.59
C 0.81 3.17 -5.24
C 0.64 3.05 -3.87
C 1.86 2.99 -3.00
C -2.33 4.86 0.26
C -2.84 3.64 0.98
C -2.62 6.10 0.81
H -2.35 9.41 0.10
H -1.80 8.76 1.65
H -3.50 8.65 1.21
H -1.25 8.06 -1.54
H -0.20 6.98 -3.12
H -1.05 5.54 -3.69
H 0.45 5.38 -2.78
H 0.41 4.81 -0.19
H 2.21 6.03 0.89
H 4.18 4.83 1.80
H 4.32 2.37 1.50
H 2.57 1.17 0.33
H -3.29 3.80 -2.91
H -3.34 2.06 -3.24
H -3.88 3.21 -4.48
H -2.39 3.23 -6.26
H -0.93 3.25 -8.16
H 0.71 2.62 -7.92
H 0.41 4.36 -7.81
H 1.82 3.20 -5.65
H 2.76 3.19 -3.59
H 1.98 2.00 -2.55
H 1.81 3.72 -2.20
H -2.05 2.90 1.07
H -3.65 3.18 0.41
H -3.22 3.90 1.97
H -3.16 6.16 1.75

Löwdin atomic charge list, values in e, 4 entries: number 1, V, carries 0.29; number 2, C, carries -0.13; number 3, N, carries -0.27; number 4, C, carries -0.11